1.
{"formula": "C8H7O3P", "method": "ωB97M-V/def2-TZVPD", "charge": 0, "orbital_gap_ev": [7.76, 7.48], "homo_energy_ev": [-8.53, -7.99], "species": ["C", "C", "C", "C", "C", "C", "C", "C", "O", "O", "O", "P", "H", "H", "H", "H", "H", "H", "H"], "coordinates": [[0.33, -2.30, 0.47], [2.28, 2.21, -0.62], [1.02, -1.65, 1.46], [2.14, 1.55, 0.65], [-0.96, -1.85, 0.02], [1.08, 2.01, -1.23], [-1.57, -0.14, 1.35], [0.86, 1.11, 0.73], [0.37, 0.30, 3.31], [-1.88, -1.08, 0.46], [0.21, 1.36, -0.41], [0.19, -0.14, 1.98], [0.59, -3.18, -0.06], [3.08, 2.93, -0.79], [1.95, -1.97, 1.97], [2.83, 1.30, 1.46], [-1.43, -2.35, -0.76], [0.76, 2.47, -2.18], [-2.25, 0.10, 2.14]]}



2.
{"formula": "C8H7O6Sc", "method": "ωB97M-V/def2-TZVPD", "charge": 2, "orbital_gap_ev": [5.77, 5.79], "homo_energy_ev": [-15.66, -15.68], "species": ["O", "C", "Sc", "O", "C", "C", "O", "C", "O", "C", "O", "H", "C", "C", "C", "O", "H", "H", "H", "H", "H", "H"], "coordinates": [[-0.01, 2.03, -4.00], [-0.01, 1.33, -3.11], [0.00, -0.41, -1.27], [-0.01, 2.55, 0.66], [-0.02, 1.84, -0.23], [0.01, -1.78, -3.00], [-0.08, -2.84, -2.47], [2.08, -0.21, -1.64], [3.23, -0.27, -1.75], [-2.08, -0.22, -1.63], [-3.23, -0.30, -1.74], [0.11, -1.31, -4.02], [-1.29, 0.24, 2.57], [0.00, -0.05, 1.94], [1.29, -0.26, 2.58], [-0.01, -0.29, 0.70], [-1.13, 0.20, 3.65], [-2.03, -0.52, 2.28], [-1.69, 1.23, 2.30], [1.69, -1.24, 2.26], [2.02, 0.51, 2.27], [1.14, -0.23, 3.66]]}



3.
{"formula": "C8H7O6Sr", "method": "ωB97M-V/def2-TZVPD", "charge": 1, "orbital_gap_ev": 6.54, "homo_energy_ev": -10.57, "species": ["O", "C", "Sr", "C", "O", "C", "O", "C", "O", "C", "O", "H", "C", "C", "C", "O", "H", "H", "H", "H", "H", "H"], "coordinates": [[-0.69, 3.34, -5.84], [-0.68, 2.82, -4.86], [-0.50, 2.11, -1.73], [-0.75, 1.94, 1.20], [-0.76, 1.70, 2.32], [-0.59, -0.36, -1.60], [-0.72, -1.48, -1.32], [2.08, 1.08, -1.56], [3.04, 0.61, -1.23], [-3.41, 0.93, -1.59], [-4.44, 0.51, -1.49], [-0.66, 0.12, -3.08], [2.04, -1.40, 2.21], [0.81, -0.89, 1.55], [-0.42, -1.49, 2.19], [0.83, -0.07, 0.64], [2.02, -1.05, 3.24], [2.91, -0.96, 1.68], [2.06, -2.47, 2.13], [-0.45, -1.21, 3.23], [-1.38, -1.20, 1.75], [-0.37, -2.57, 2.16]]}



4.
{"formula": "C8H8", "method": "ωB97M-V/def2-TZVPD", "charge": 0, "orbital_gap_ev": 9.69, "homo_energy_ev": -8.52, "species": ["C", "C", "C", "C", "C", "C", "C", "C", "H", "H", "H", "H", "H", "H", "H", "H"], "coordinates": [[1.80, -0.24, -0.66], [1.78, 0.28, 0.58], [0.32, 0.43, 0.93], [-0.30, 0.95, -0.40], [-1.86, 0.60, -0.28], [-1.77, -0.64, 0.24], [-0.26, -0.90, 0.42], [0.31, -0.36, -0.95], [2.63, -0.57, -1.28], [2.62, 0.45, 1.25], [-0.01, 0.84, 1.92], [-0.07, 1.97, -0.80], [-2.67, 1.31, -0.42], [-2.43, -1.50, 0.40], [0.03, -1.82, 0.90], [-0.11, -0.81, -1.85]]}



5.
{"formula": "C8H8", "method": "ωB97M-V/def2-TZVPD", "charge": 0, "orbital_gap_ev": 9.49, "homo_energy_ev": -8.69, "species": ["C", "C", "C", "C", "C", "C", "C", "C", "H", "H", "H", "H", "H", "H", "H", "H"], "coordinates": [[-2.14, 2.16, 0.07], [-1.43, 1.19, 0.03], [-0.66, 0.00, -0.12], [-1.53, -1.16, -0.12], [-2.26, -2.12, -0.05], [0.66, -0.05, -0.04], [1.48, 1.20, -0.12], [1.47, -1.31, 0.13], [-2.73, 3.06, 0.19], [-2.99, -2.86, 0.05], [0.72, 1.99, -0.41], [1.95, 1.53, 0.81], [2.31, 1.16, -0.88], [2.13, -1.22, 1.03], [0.80, -2.18, 0.11], [2.22, -1.39, -0.68]]}



6.
{"formula": "C8H8AuN2O3S2Se", "method": "ωB97M-V/def2-TZVPD", "charge": -1, "orbital_gap_ev": 6.60, "homo_energy_ev": -4.20, "species": ["Au", "O", "S", "O", "O", "S", "C", "N", "C", "Se", "N", "C", "C", "C", "C", "C", "C", "H", "H", "H", "H", "H", "H", "H", "H"], "coordinates": [[0.04, -0.07, -0.21], [-1.85, -1.05, 3.22], [-0.41, -1.02, 3.03], [0.14, 0.32, 2.89], [0.33, -1.89, 3.93], [-0.10, -1.96, 1.10], [-2.30, -1.86, -1.85], [-0.97, -2.27, -2.24], [0.03, -1.45, -2.62], [-0.02, 0.39, -2.89], [1.14, -2.20, -2.77], [0.88, -3.52, -2.42], [1.68, -4.65, -2.35], [1.07, -5.82, -1.92], [-0.28, -5.85, -1.57], [-1.08, -4.72, -1.64], [-0.47, -3.56, -2.08], [-2.40, -0.80, -2.04], [-2.43, -2.06, -0.79], [-3.04, -2.41, -2.44], [2.03, -1.78, -2.97], [2.73, -4.61, -2.60], [1.67, -6.72, -1.84], [-0.71, -6.78, -1.22], [-2.11, -4.74, -1.33]]}



7.
{"formula": "C8H8BO4", "method": "ωB97M-V/def2-TZVPD", "charge": -1, "orbital_gap_ev": 5.98, "homo_energy_ev": -2.52, "species": ["B", "C", "C", "C", "C", "C", "C", "C", "C", "O", "O", "O", "O", "H", "H", "H", "H", "H", "H", "H", "H"], "coordinates": [[-1.94, 0.93, -0.07], [3.16, -0.10, 0.49], [2.26, 0.69, 1.22], [2.76, -0.84, -0.60], [0.95, 0.64, 0.86], [1.36, -0.69, -1.11], [0.47, 0.04, -0.33], [-2.54, -1.65, 0.41], [-0.90, 0.18, -0.72], [-2.92, -2.04, -0.60], [-2.29, -1.63, 1.54], [-3.09, 1.09, -0.96], [-2.02, 1.60, 1.14], [4.23, -0.07, 0.89], [2.58, 1.09, 2.15], [3.44, -1.43, -1.30], [0.16, 1.17, 1.40], [1.05, -1.47, -1.85], [-0.95, -0.17, -1.78], [-2.90, 0.58, -1.73], [-2.86, 2.08, 0.96]]}



8.
{"formula": "C8H8Br2O", "method": "ωB97M-V/def2-TZVPD", "charge": 0, "orbital_gap_ev": 8.70, "homo_energy_ev": -8.40, "species": ["C", "C", "C", "C", "Br", "C", "C", "C", "C", "Br", "O", "H", "H", "H", "H", "H", "H", "H", "H"], "coordinates": [[2.24, -0.13, 2.16], [1.29, -0.10, 0.96], [1.18, -0.89, -0.08], [0.25, -0.53, -1.17], [0.76, -1.37, -2.80], [-0.95, 0.10, -1.12], [-1.91, -0.02, -2.35], [-1.53, 0.80, 0.03], [-0.75, 1.06, 1.06], [-1.48, 1.54, 2.86], [0.63, 1.17, 0.95], [3.09, -0.81, 1.91], [1.73, -0.58, 3.03], [2.53, 0.85, 2.38], [1.69, -1.86, -0.27], [-2.74, 0.65, -2.13], [-2.21, -1.09, -2.33], [-1.23, 0.18, -3.18], [-2.58, 1.02, 0.09]]}



9.
{"formula": "C8H8ClN3", "method": "ωB97M-V/def2-TZVPD", "charge": 0, "orbital_gap_ev": [8.77, 8.77], "homo_energy_ev": [-9.04, -9.04], "species": ["C", "C", "N", "C", "Cl", "N", "C", "C", "C", "N", "H", "H", "H", "H", "H", "H", "C", "C", "H", "H"], "coordinates": [[-2.12, -0.86, -2.49], [-0.83, -0.79, -2.14], [-0.46, -0.82, -0.84], [0.70, -0.63, -0.38], [2.20, -0.79, -1.36], [0.94, -0.63, 0.97], [0.06, -0.41, 1.94], [0.74, -0.48, 3.15], [2.03, -0.82, 2.75], [2.16, -0.94, 1.44], [-2.47, -0.53, -3.46], [-2.84, -0.56, -1.71], [-0.15, -0.67, -3.00], [-0.99, -0.33, 1.64], [0.40, 0.01, 4.04], [2.72, -1.19, 3.48], [-0.68, 2.19, -0.57], [-0.32, 3.07, -1.27], [-1.29, 1.44, -0.31], [0.21, 3.74, -1.87]]}



10.
{"formula": "C8H8ClN3O2S", "method": "ωB97M-V/def2-TZVPD", "charge": 0, "orbital_gap_ev": 9.52, "homo_energy_ev": -9.38, "species": ["C", "C", "C", "C", "C", "C", "C", "C", "N", "N", "N", "O", "O", "S", "Cl", "H", "H", "H", "H", "H", "H", "H", "H"], "coordinates": [[0.45, -2.70, 0.17], [-0.29, -2.83, -0.97], [0.78, -1.43, 0.64], [-0.75, -1.63, -1.56], [0.43, -0.37, -0.18], [1.88, 2.63, 1.20], [1.49, 2.93, -0.11], [1.59, 1.26, 1.28], [-0.37, -0.41, -1.22], [1.14, 0.82, 0.12], [0.95, 1.88, -0.70], [-4.46, 0.52, 0.02], [-2.30, 1.15, -0.90], [-3.12, 0.03, -0.18], [-1.97, 0.08, 1.67], [0.62, -3.72, 0.68], [-0.64, -3.83, -1.21], [1.61, -1.29, 1.37], [-1.44, -1.67, -2.41], [2.34, 3.24, 1.97], [1.78, 3.94, -0.60], [-1.42, 0.88, -1.20], [1.69, 0.52, 2.10]]}



11.
{"formula": "C8H8ClNO2", "method": "ωB97M-V/def2-TZVPD", "charge": 0, "orbital_gap_ev": [6.99, 5.66], "homo_energy_ev": [-9.45, -8.45], "species": ["C", "C", "C", "C", "C", "C", "C", "C", "N", "O", "O", "Cl", "H", "H", "H", "H", "H", "H", "H", "H"], "coordinates": [[-2.09, 0.95, 0.98], [-1.56, 1.58, -0.16], [-1.79, -0.38, 1.29], [-0.55, 1.04, -0.80], [-0.88, -1.11, 0.52], [-0.06, -0.28, -0.41], [2.24, 0.76, -0.76], [1.31, -0.43, -0.52], [1.99, -1.56, 0.02], [1.41, -2.65, 0.07], [3.12, -1.39, 0.45], [-2.94, -2.17, -0.56], [-2.73, 1.53, 1.67], [-1.81, 2.59, -0.56], [-2.24, -0.84, 2.14], [-0.08, 1.52, -1.67], [-0.74, -2.27, 0.61], [1.78, 1.66, -1.16], [2.56, 1.03, 0.22], [3.07, 0.44, -1.38]]}



12.
{"formula": "C8H8ClNO3", "method": "ωB97M-V/def2-TZVPD", "multiplicity": 3, "charge": 0, "orbital_gap_ev": [5.50, 5.88], "homo_energy_ev": [-6.24, -9.10], "species": ["C", "C", "C", "C", "C", "C", "C", "C", "N", "O", "O", "O", "Cl", "H", "H", "H", "H", "H", "H", "H", "H"], "coordinates": [[3.06, -1.24, 0.76], [2.37, -1.89, -0.24], [2.46, -0.21, 1.48], [1.09, -1.59, -0.57], [1.11, 0.01, 1.30], [0.39, -0.62, 0.20], [-2.87, 1.03, 0.37], [-0.94, -0.38, -0.13], [-1.61, 2.80, -2.37], [-2.53, 3.12, -1.61], [-0.90, 1.83, -2.09], [-1.57, 0.49, 0.56], [-1.88, -1.22, -1.37], [4.17, -1.48, 1.05], [2.84, -2.62, -0.82], [3.03, 0.22, 2.27], [0.75, -2.22, -1.39], [0.68, 0.66, 1.89], [-3.40, 0.22, 0.02], [-2.88, 1.69, -0.55], [-3.38, 1.39, 1.23]]}